1.
The following is a quantum chemistry calculation of a molecular structure, C24H27ClNO3PRh, from the Open Molecules 2025 dataset.

```
58
C24H27ClNO3PRh ωB97M-V with the def2-TZVPD basis set
Rh -1.2065 -0.2056 1.0801
Cl 3.6098 -5.6789 1.5181
P 0.2161 0.9731 -0.3006
O -2.9302 0.4696 0.1125
O 0.2427 -0.9334 2.1945
O -1.1490 -1.9695 -0.1822
N -4.5390 0.2721 -1.4474
C 2.4300 2.6704 0.0179
C 2.1662 -1.5458 -2.8455
C -0.2208 -2.7815 -0.1272
C 2.5009 -0.5556 -0.2709
C 1.9841 -2.2928 2.8874
C 0.4374 3.1824 1.2871
C -0.7136 1.7239 -1.6621
C 1.6136 -4.0461 0.7763
C -1.7364 0.9166 2.7143
C 0.9411 -2.0092 1.9748
C 2.5954 -4.2797 1.6784
C 3.2657 -1.9288 -2.0860
C 1.2416 -0.6489 -2.3289
C -5.2488 1.4441 -0.9351
C 1.1266 2.3595 0.3959
C 3.0293 3.8188 0.5150
C 0.7651 -2.9165 0.8859
C 1.0397 4.3313 1.7722
C 1.4141 -0.1395 -1.0435
C 3.4331 -1.4341 -0.7996
C 2.3334 4.6512 1.3805
C -3.4285 -0.1306 -0.8631
C -5.0535 -0.4211 -2.6283
C 2.7817 -3.3925 2.7532
H 3.9894 -2.6200 -2.4991
H -0.1547 -3.4975 -0.9600
H 0.5066 4.9731 2.4607
H -2.1286 0.1680 3.4097
H -5.8942 1.8388 -1.7145
H 2.8042 5.5500 1.7574
H 1.4576 -4.7492 -0.0340
H -2.4892 1.6537 2.4426
H 2.6131 -0.1901 0.7434
H -1.3694 0.9952 -2.1365
H -0.0130 2.1300 -2.3920
H 4.2894 -1.7347 -0.2087
H 3.5593 -3.5862 3.4812
H -4.5347 2.2042 -0.6291
H -0.5631 2.9102 1.6037
H 4.0428 4.0622 0.2254
H 2.0306 -1.9418 -3.8435
H 2.1230 -1.6048 3.7113
H -0.8515 1.3919 3.1299
H -4.6354 -0.0002 -3.5429
H -2.9759 -1.0373 -1.2719
H -4.8062 -1.4795 -2.5827
H 0.3893 -0.3543 -2.9282
H -5.8508 1.1748 -0.0674
H -1.3187 2.5299 -1.2494
H -6.1350 -0.3215 -2.6614
H 2.9732 2.0322 -0.6677
```

The energy above the lowest of the compared OMol25 structures with the same formula, charge and spin is 0.0 kJ/mol. Its total energy is -57773.1651 eV. For the HOMO energy, the calculation gives -10.7 eV. The charge is +1.

2.
The following is a quantum chemistry calculation of 6 unconnected molecules or ions with the total composition C24H27F5I2O20, from the Open Molecules 2025 dataset.

```
78
C24H27F5I2O20 ωB97M-V with the def2-TZVPD basis set
I -3.7034 -0.8836 -3.8307
I -4.8146 0.0889 0.9908
F 0.9974 2.3048 4.0331
F -3.9367 -5.0484 -7.0218
F -7.3077 4.8007 2.5057
F 5.1454 2.9350 1.5701
F 6.4728 -1.2697 -1.2988
O -3.5630 3.5609 0.4631
O -3.5556 -4.4516 -4.8740
O 4.3506 1.6274 4.4566
O 8.5677 3.1453 1.9102
O -3.8037 -4.3901 -2.6311
O -5.6080 3.8229 1.3791
O 5.0455 3.5737 5.3467
O 2.9208 3.3363 4.6404
O -0.2004 0.5846 -2.5001
O -1.6083 -1.4362 -0.4048
O 1.3454 2.2886 0.7208
O 9.2238 2.3317 -0.0841
O 1.2436 0.6351 -0.7471
O 5.0144 -4.7310 1.0745
O 7.0387 2.3330 0.4912
O -3.8890 5.0269 2.1358
O 5.9955 -3.2509 -0.3202
O 4.0219 -2.7650 0.6079
O -4.5784 -6.1307 -3.8167
O -0.9356 -3.3764 -1.3240
C -3.6140 -5.5277 -5.7964
C 3.0621 1.1339 4.0619
C -3.9652 -4.9342 -3.6677
C 5.0113 -3.6934 0.5160
C 0.4955 -1.5400 -1.6556
C 5.4780 -2.1514 -1.0488
C -6.0263 4.3737 2.6152
C 7.2821 3.4217 2.4800
C 0.6131 1.5585 0.0827
C 8.3716 2.5825 0.6908
C -3.7966 -0.4997 -0.8222
C -0.8690 1.6079 0.2160
C -4.7797 -0.5850 -1.9682
C -2.9911 -1.7812 -0.5867
C 4.1888 2.9128 4.8666
C 4.4493 -1.5927 -0.0938
C 6.4031 2.4437 1.7493
C -5.0572 5.5182 2.8017
C -5.7822 -1.7192 -1.8262
C -0.7591 -2.1920 -1.1227
C -4.2778 4.0856 1.2432
C 0.4493 -0.0147 -1.6887
C 2.3185 2.4089 3.7450
C -4.7094 -6.3918 -5.2180
H 3.1464 0.4661 3.2087
H -2.6365 -6.0098 -5.8486
H -1.0943 2.4660 0.8222
H -3.1279 -2.4242 -1.4437
H -4.8452 5.7383 3.8442
H 5.0711 -2.5064 -1.9976
H 4.8937 -0.8917 0.6141
H 3.6084 -1.1153 -0.5906
H -1.2612 0.7412 0.7255
H -6.3075 -1.6133 -0.8874
H -3.0846 0.2835 -1.0125
H -4.5805 -7.4497 -5.4283
H -1.3498 1.7562 -0.7359
H 1.3532 -1.8515 -1.0743
H 0.6122 -1.8866 -2.6679
H -5.9735 3.6044 3.3875
H -5.2801 -2.6701 -1.8916
H -5.2667 0.3681 -2.0885
H -5.6938 -6.0712 -5.5608
H 7.0029 4.4539 2.2654
H -3.3576 -2.3032 0.2830
H 2.6076 0.5981 4.8963
H -6.4612 -1.6793 -2.6660
H 2.4371 2.7604 2.7217
H -5.4085 6.4229 2.3043
H 7.2820 3.2662 3.5557
H 6.3399 1.4606 2.2193
```

Its total energy is -96065.5645 eV. For the HOMO energy, the calculation gives -9.5 eV. The charge is 0. The SMILES is CC(=O)OC(=O)CC(=O)OC[C@H](I)[C@H](C)I.O=C1OC[C@@H](F)O1.O=C1OC[C@@H](F)O1.O=C1OC[C@@H](F)O1.O=C1OC[C@@H](F)O1.O=C1OC[C@@H](F)O1.

3.
The following is a quantum chemistry calculation of a molecular structure, C24H27GeN5O5Ru, from the Open Molecules 2025 dataset.

```
63
C24H27GeN5O5Ru ωB97M-V with the def2-TZVPD basis set
Ru 1.1392 -1.2089 1.3724
Ge -0.7154 1.4472 -1.2229
O 1.6171 0.9039 1.7023
O 3.3999 -2.4990 0.9369
O -0.4343 0.2126 1.8171
O 4.9095 -2.5029 2.4862
O 0.7430 -3.5808 2.0125
N 4.2632 -1.2108 4.6747
N 0.7430 -0.8785 4.1643
N 3.8089 -2.2417 2.0667
N 2.0144 -0.7623 4.7339
N 2.8458 -1.6092 2.8062
C -0.1738 1.8632 -3.0376
C 0.2527 -0.2947 -0.9286
C 2.2804 -1.5965 -1.3756
C -4.7828 1.0004 -2.1224
C 3.0917 -1.2146 4.0702
C 0.0799 1.1576 -5.3359
C 0.2057 -2.7388 -0.9808
C -0.1076 -2.7799 1.9349
C 1.6403 -0.3742 -1.1532
C -0.3076 0.8937 -4.0331
C 0.3855 1.1978 1.7301
C 1.5609 -2.7829 -1.2960
C -0.1100 2.5798 1.5090
C -0.4425 -1.5088 -0.8004
C -0.0028 2.8308 -0.0066
C -1.5638 -2.7003 2.1705
C -5.3725 0.6207 -0.9275
C -4.5928 0.4796 0.2133
C 0.7496 3.3721 -4.6821
C -3.2283 0.7134 0.1556
C 0.6111 2.3996 -5.6605
C -2.6176 1.0908 -1.0419
C 0.3608 3.1033 -3.3773
C -3.4156 1.2331 -2.1788
H -0.5483 3.7461 -0.2438
H -0.0351 0.4010 -6.1005
H -6.4388 0.4451 -0.8807
H -0.7290 -0.0795 -3.7974
H 0.1627 -1.4594 4.7609
H 2.2212 0.5396 -1.2221
H -1.9014 -1.6678 2.1765
H 1.0419 3.0069 -0.2698
H 0.4731 3.8802 -2.6297
H -2.0457 -3.2467 1.3544
H 0.9149 2.6086 -6.6776
H -1.5139 -1.4835 -0.6261
H -5.0563 0.1994 1.1506
H 0.3143 0.0368 4.0813
H -2.9724 1.5366 -3.1196
H 0.5050 3.2940 2.0557
H 2.0518 -3.7318 -1.4616
H -1.1435 2.6481 1.8459
H 2.1154 -0.3641 5.6554
H 3.3404 -1.6177 -1.5879
H 4.3492 -0.9396 5.6414
H 5.0724 -1.5702 4.1912
H -0.3574 -3.6622 -0.9107
H -2.6370 0.6188 1.0599
H 1.1561 4.3420 -4.9355
H -5.3870 1.1220 -3.0113
H -1.7877 -3.2175 3.1058
```

The energy above the lowest of the compared OMol25 structures with the same formula, charge and spin is 94.2 kJ/mol. Its total energy is -102091.8606 eV. For the HOMO energy (alpha / beta), the calculation gives -13.7 / -13.7 eV. The expectation value of S² is 6.0388. The charge is +2. Its spin multiplicity is 5.

4.
The following is a quantum chemistry calculation of 4 unconnected molecules or ions with the total composition C24H27IN4O2S, from the Open Molecules 2025 dataset.

```
59
C24H27IN4O2S ωB97M-V with the def2-TZVPD basis set
I -3.7906 -2.2845 3.1938
S 4.9705 -2.3613 3.6954
O 6.0553 -3.1914 3.2599
O 4.9941 -1.6999 4.9643
N 2.9598 -0.1979 1.0092
N 2.3384 -1.1336 3.0806
N 1.7238 0.1253 0.7870
N 1.0853 -0.8162 2.8492
C -2.9101 0.7367 5.7521
C -3.7395 3.3855 5.8020
C 0.8549 2.3737 -2.9742
C -4.2505 1.0473 5.5691
C 0.2537 2.7918 -4.1537
C 0.3330 1.2985 -2.2660
C -1.9840 1.7501 5.9594
C -1.6465 -0.2651 2.4301
C -2.3986 3.0751 5.9829
C 0.9149 -1.0764 -5.7091
C -1.9623 -1.7418 2.2404
C 1.9987 -0.8674 -6.5514
C -0.8702 2.1323 -4.6328
C -4.6657 2.3716 5.5964
C -0.7916 0.6413 -2.7484
C -1.3892 1.0531 -3.9318
C 2.1375 -1.6238 -7.7071
C -0.0292 -2.0434 -6.0246
C 0.8043 -0.1793 1.7190
C 3.2403 -0.8092 2.1679
C -0.6109 0.2303 1.4237
C 0.1087 -2.8012 -7.1797
C 4.6853 -1.1344 2.4148
C 1.1926 -2.5913 -8.0212
H -5.7113 2.6141 5.4555
H 0.8067 -0.4839 -4.8097
H -1.2067 -2.3809 2.6867
H -2.0811 -2.0040 1.1925
H 5.2269 -0.2468 2.7453
H -0.9387 1.5069 6.1055
H -2.5497 0.3332 2.3214
H -1.6770 3.8656 6.1454
H -1.2857 -0.1087 3.4451
H 1.3006 -3.1813 -8.9224
H -2.2507 0.5219 -4.3165
H 3.8259 -3.0828 3.6231
H 0.6640 3.6296 -4.7029
H -1.3319 2.4490 -5.5590
H -0.6379 1.3190 1.3462
H -0.8757 -2.2056 -5.3685
H -2.5888 -0.2972 5.7292
H -0.6281 -3.5558 -7.4245
H -4.9690 0.2553 5.4015
H 5.1414 -1.5017 1.4982
H -4.0633 4.4183 5.8222
H 0.8052 0.9758 -1.3464
H -1.1968 -0.2092 -2.2120
H 1.7344 2.8856 -2.6044
H -0.8408 -0.1400 0.4216
H 2.9822 -1.4597 -8.3641
H 2.7339 -0.1114 -6.3059
```

Its total energy is -54314.1518 eV. For the HOMO energy, the calculation gives -9.3 eV. The charge is 0. The SMILES is O=[SH](=O)Cc1nnc(CCCI)nn1.c1ccccc1.c1ccccc1.c1ccccc1.